Model w:
18
Properties=species:S:1:pos:R:3:mulliken_charge:R:1 method="wB97M-V/def2-TZVPD" homo_lumo_gap_ev=9.7 homo_energy_ha=-0.325 spin_multiplicity=1 lumo_energy_ev=0.9 charge=0 smiles=NCN.NCN
N 2.43815 0.30268 0.40604 -0.6886
C 1.74858 -0.63095 1.32595 -0.1428
N 1.37563 -1.86553 0.67524 -0.5441
H 2.22071 0.14928 -0.57849 0.2781
H 1.89768 1.16369 0.51124 0.2499
H 0.85782 -0.12286 1.71787 0.1368
H 2.45342 -0.80701 2.14032 0.3001
H 0.47438 -1.91542 0.22620 0.1943
H 1.46106 -2.64794 1.30242 0.2239
N -2.63419 -0.02411 -1.03933 -0.6029
C -1.63834 0.79561 -0.38659 -0.2409
N -0.60889 1.14435 -1.41781 -0.6093
H -2.19468 -0.71806 -1.62857 0.2159
H -3.31262 -0.40384 -0.40184 0.2121
H -1.23503 0.32336 0.51074 0.2150
H -1.99174 1.78245 -0.08774 0.3328
H -0.18853 1.98872 -1.05619 0.2202
H -1.12340 1.48559 -2.21947 0.2496



Model x:
18
Properties=species:S:1:pos:R:3:mulliken_charge:R:1 method="wB97M-V/def2-TZVPD" homo_lumo_gap_ev=9.8 homo_energy_ha=-0.322 spin_multiplicity=1 lumo_energy_ev=1.1 charge=0 smiles=NCN.NCN
N 0.88020 1.17669 -1.45801 -0.6413
C 1.77083 2.00244 -0.60007 -0.2079
N 3.13741 2.12281 -1.07469 -0.5167
H 0.49560 1.73706 -2.37382 0.2421
H 1.32123 0.41185 -2.08869 0.2611
H 1.34368 2.96989 -0.42151 0.2833
H 1.90787 1.40549 0.31974 0.2684
H 3.95123 2.32851 -0.50579 0.1655
H 3.24692 2.57243 -1.92392 0.1540
N -1.68307 -1.48237 -0.22380 -0.5989
C -2.28396 -1.38566 1.23276 -0.1362
N -2.26680 -2.79388 1.81889 -0.5408
H -1.38763 -2.40302 -0.35083 0.2524
H -0.86476 -0.85519 -0.05069 0.1796
H -1.57356 -0.72419 1.81314 0.1868
H -3.27697 -0.96966 1.28545 0.2557
H -1.53098 -2.98897 2.51893 0.1947
H -3.18723 -3.12423 2.08292 0.1981



Model y:
18
Properties=species:S:1:pos:R:3:mulliken_charge:R:1 method="wB97M-V/def2-TZVPD" homo_lumo_gap_ev=7.6 homo_energy_ha=-0.257 spin_multiplicity=1 lumo_energy_ev=0.6 charge=0
C -1.72984 -0.65933 -0.82131 -0.5373
C -1.08263 1.26739 0.30332 -1.2929
N -1.03710 -1.69983 -0.39873 -0.3324
H -0.02695 -1.73376 -0.66751 0.4339
H -1.23174 -2.06045 0.52491 0.2704
H -2.74880 -0.53286 -0.48250 0.3929
H -1.42933 -0.21653 -1.75949 0.3398
H -1.96970 1.19156 0.93456 0.3039
H -0.44524 1.94759 0.88639 0.3426
H -1.37171 1.83050 -0.58505 0.3138
N 1.16279 -0.29228 0.61840 -0.4189
N 1.56537 -0.91630 -0.62339 -0.5259
N 2.10587 0.74239 0.91683 -0.5396
H -0.02154 0.38392 0.36237 0.3201
H 1.74752 -0.22637 -1.36022 0.2198
H 2.45597 -1.38708 -0.46275 0.2478
H 1.73909 1.67684 0.70636 0.2173
H 2.31797 0.68460 1.90781 0.2447



Winner for stability: model w



Model w:
18
Properties=species:S:1:pos:R:3:mulliken_charge:R:1 method="wB97M-V/def2-TZVPD" homo_lumo_gap_ev=10.1 homo_energy_ha=-0.326 spin_multiplicity=1 lumo_energy_ev=1.2 charge=0 smiles=CNNN.CN
C -2.01739 -1.20545 -0.62080 -0.8074
N -0.96832 -0.89125 0.33219 -0.3422
N 0.31117 -0.84825 -0.27383 -0.1350
N 0.94275 -2.08832 -0.52772 -0.6297
H -1.94064 -0.49435 -1.44185 0.2760
H -1.96701 -2.22492 -1.03106 0.2957
H -2.97992 -1.07696 -0.12767 0.3228
H -1.00388 -1.54275 1.12448 0.2498
H 0.94353 -0.21461 0.31137 0.3599
H 0.48949 -2.54033 -1.31777 0.2395
H 0.90228 -2.72802 0.27278 0.2231
C 0.57772 2.50301 0.72589 -0.6475
N 1.72262 1.68372 0.34481 -0.6114
H 0.35906 3.31464 0.01824 0.2558
H -0.29331 1.85587 0.78423 0.2198
H 0.76711 2.93672 1.70787 0.2871
H 1.58757 1.31025 -0.60171 0.2130
H 2.56715 2.25100 0.32054 0.2307



Model x:
18
Properties=species:S:1:pos:R:3:mulliken_charge:R:1 method="wB97M-V/def2-TZVPD" homo_lumo_gap_ev=9.8 homo_energy_ha=-0.322 spin_multiplicity=1 lumo_energy_ev=1.0 charge=0 smiles=NCN.NCN
N -1.21317 0.13990 -0.97215 -0.5703
C -1.78078 1.09144 -2.09444 -0.2266
N -1.29643 0.75751 -3.41641 -0.6135
H -1.46820 -0.79590 -1.20746 0.2502
H -0.21047 0.16869 -1.12576 0.2186
H -2.92473 1.04253 -2.05584 0.2050
H -1.53038 2.11617 -2.04604 0.3382
H -0.29379 0.56676 -3.70658 0.1954
H -1.71749 1.42730 -4.13735 0.2058
N 1.81036 0.13234 1.46826 -0.5974
C 1.48339 -1.25203 1.95354 -0.3180
N 0.92402 -1.28981 3.28794 -0.5961
H 2.43714 0.67091 2.14361 0.2282
H 0.92938 0.53624 1.26664 0.2370
H 0.68359 -1.87311 1.39234 0.2379
H 2.42151 -1.76141 1.87403 0.3599
H 0.17813 -0.67354 3.33863 0.2320
H 1.56792 -1.00400 4.03705 0.2135



Winner for stability: model x



Model w:
60
Properties=species:S:1:pos:R:3:mulliken_charge:R:1 method="wB97M-V/def2-TZVPD" homo_lumo_gap_ev=10.2 homo_energy_ha=-0.466 spin_multiplicity=1 lumo_energy_ev=-2.4 charge=+1
N 1.10107 -0.92087 -0.42825 0.0601
C 0.52538 0.49252 -0.26047 0.3295
C 1.35635 1.55828 -1.04753 1.3272
C 1.70941 1.18358 -2.53468 -1.6222
C 2.55241 1.85169 -0.27535 -1.3821
C -0.91049 0.55669 -0.74961 -0.6261
N -1.72180 1.56018 -0.47552 -0.1673
O -1.33361 -0.52224 -1.20913 -0.3521
H 0.90070 -1.25354 -1.42175 0.3741
H 0.65649 -1.56390 0.25640 0.1184
H 2.14622 -0.89899 -0.38965 0.4664
H 0.70219 0.70910 0.75994 0.0913
H 0.72718 2.48891 -1.14769 -0.2290
H 2.36647 0.24934 -2.74563 0.2818
H 2.37472 1.92609 -2.96545 0.4955
H 0.84738 1.31425 -3.13428 0.4263
H 3.33061 2.26919 -0.85642 0.4658
H 2.60201 2.65780 0.48186 0.3393
H 2.82657 1.05214 0.44129 0.1706
H -1.55145 2.57459 -0.20848 0.3501
H -2.77832 1.52434 -0.83352 0.2981
H 2.48316 -2.55174 3.77092 0.2965
H 1.12908 -2.89242 3.06667 0.2995
O 1.97617 -2.53297 2.89955 -0.5737
H -2.08461 -0.37776 2.65224 0.2699
H -1.54326 -1.51480 1.88628 0.1908
O -1.20804 -0.58088 2.19073 -0.5501
H -2.38987 4.35648 -1.22585 0.3970
H -3.31221 4.57272 0.08092 0.3146
O -3.07895 3.93497 -0.62489 -0.7086
H -5.34271 -1.68577 -0.19718 0.3037
H -3.76939 -1.06873 -0.51975 0.3256
O -4.37669 -1.81810 -0.53616 -0.7012
H -1.37132 -0.03857 -3.11612 0.3314
H -2.29622 -0.91635 -3.85585 0.3365
O -1.32371 -0.73777 -3.78591 -0.7437
H 1.55391 1.11507 3.52376 0.2359
H 0.61746 -0.05644 2.96248 0.2922
O 0.70338 0.79205 3.33036 -0.6058
H -1.06764 -3.20555 -3.71647 0.3103
H -1.27997 -2.18500 -2.57021 0.4574
O -0.88315 -3.04230 -2.71704 -0.6986
H 3.36500 -3.34804 -0.50696 0.3466
H 3.96743 -2.84233 -1.75856 0.3275
O 3.77097 -2.46914 -0.89331 -0.6807
H -1.35474 -4.67834 2.73459 0.3288
H -0.97162 -3.67379 1.58599 0.3326
O -0.83140 -3.77243 2.51518 -0.6514
H -2.78063 -2.69578 0.10834 0.2325
H -1.60309 -3.50888 -0.57935 0.2997
O -1.95707 -2.96943 0.23145 -0.5593
H 4.77399 0.06442 2.29923 0.2885
H 4.46618 -0.01400 3.76227 0.2671
O 4.10838 0.29518 2.95353 -0.5375
H -0.74309 1.69755 3.45502 0.4087
H -1.60659 2.29078 2.36023 0.2776
O -1.34320 2.47058 3.24788 -0.6624
H -1.52297 5.03561 -2.63186 0.3371
H -0.31300 5.18187 -1.60708 0.3399
O -0.98950 4.56093 -2.03116 -0.6902



Model x:
60
Properties=species:S:1:pos:R:3:mulliken_charge:R:1 method="wB97M-V/def2-TZVPD" homo_lumo_gap_ev=9.8 homo_energy_ha=-0.452 spin_multiplicity=1 lumo_energy_ev=-2.5 charge=+1
C -1.18549 1.98077 -0.72868 -0.6481
O -1.44328 2.57337 -2.03447 -0.6046
C -0.11884 0.92447 -0.97211 0.3234
C 0.14466 0.14019 0.31445 -0.8482
C -0.05506 -1.37659 0.28022 -0.2165
C 1.38302 -3.16124 -0.17238 -0.4167
N 1.12022 -1.94806 -0.37879 -0.1097
N 1.10215 1.65125 -1.47349 0.1244
H -2.10311 1.49956 -0.39229 0.3512
H -0.86666 2.78124 -0.07609 0.2412
H -2.33728 2.93051 -2.03163 0.3365
H -0.30354 0.14799 -1.71196 0.2713
H 1.12133 0.42058 0.75026 0.3126
H -0.33862 0.50247 1.23368 0.1476
H -0.16018 -1.72379 1.30788 0.7695
H -1.00496 -1.49898 -0.23770 -0.1346
H 2.15526 -3.64653 -0.77062 0.2791
H 0.92088 -3.81334 0.57319 0.2341
H 1.61122 2.10723 -0.71865 0.4480
H 1.65535 0.84793 -1.81933 0.0483
H 0.98505 2.36775 -2.18359 0.5047
H 2.53382 3.40414 3.62977 0.3068
H 2.09687 3.68997 2.20414 0.2705
O 1.83907 3.83541 3.11744 -0.6102
H -0.04524 -1.23899 4.70510 0.2912
H -0.22601 -2.62836 4.19002 0.3245
O 0.38163 -2.10204 4.73357 -0.6253
H -2.41521 -2.01217 -2.11837 0.2250
H -2.63786 -0.74414 -2.87189 0.3133
O -2.06557 -1.52392 -2.87738 -0.6059
H -1.30640 2.26162 3.11999 0.2567
H 0.05912 1.58980 3.51921 0.2477
O -0.75507 1.48361 3.00425 -0.5384
H -4.24389 -1.83323 0.18212 0.3316
H -3.14614 -0.92789 -0.12414 0.1814
O -3.42945 -1.82985 -0.34241 -0.6454
H 2.47066 2.10898 -4.57626 0.2677
H 0.99315 2.34326 -4.81530 0.2838
O 1.62673 2.15600 -4.11347 -0.5672
H -3.32315 1.12354 2.26246 0.2744
H -4.84961 1.09377 1.99103 0.2805
O -4.02419 0.62570 1.83295 -0.5567
H -2.12304 -4.81940 -1.09529 0.2707
H -1.24069 -5.38734 0.04300 0.2851
O -1.42109 -4.59936 -0.47699 -0.5318
H 2.84288 -1.01828 -1.79313 0.3106
H 2.09666 -0.57351 -3.09406 0.5077
O 2.82901 -0.35910 -2.49543 -0.8046
H 2.66048 4.42532 -0.29485 0.3046
H 3.60679 4.11158 -1.48108 0.2726
O 2.89782 3.73905 -0.93684 -0.6081
H -2.33045 -1.83827 2.63546 0.2460
H -1.90579 -3.25612 2.28632 0.2840
O -1.71072 -2.53166 2.89660 -0.5763
H 0.69049 -2.23912 -3.11716 0.2672
H -0.27339 -1.25161 -3.62650 0.2306
O 0.65167 -1.29388 -3.31610 -0.6257
H 3.55606 0.53739 3.83226 0.3068
H 2.46225 0.43510 2.88660 0.2962
O 2.98759 1.12460 3.31401 -0.5549



Winner for stability: model x



Model w:
21
Properties=species:S:1:pos:R:3:mulliken_charge:R:1 method="wB97M-V/def2-TZVPD" homo_lumo_gap_ev="8.7 / 7.3" homo_energy_ha="-0.465 / -0.447" spin_multiplicity=1 lumo_energy_ev="-3.9 / -4.8" charge=+1
C 1.37759 -0.33266 0.23191 -0.9727
C -0.22128 1.55463 0.46638 -0.2063
C -0.85142 0.30063 1.12274 -0.4876
C 1.18742 1.27418 -0.01763 -0.1305
C -1.30366 0.95526 -0.24912 0.2961
C 0.26236 -0.70805 1.24166 -0.1441
C -1.42790 0.44573 -1.57949 -1.2091
N -0.30100 -2.16907 1.36588 -0.2948
O 1.40926 1.45070 -1.32849 -0.5318
H 1.55093 -0.89297 -0.64075 0.5164
H 2.27673 -0.43562 0.81575 0.3774
H -0.49151 2.64686 0.80612 0.3368
H -1.45492 0.35765 2.03764 0.4726
H 1.93526 1.74954 0.63400 0.4405
H -0.59306 -0.07072 -2.03649 0.3624
H -1.77504 1.31046 -2.27577 0.2802
H -2.09564 -0.39667 -1.59302 0.3811
H 0.02894 -2.56091 2.25787 0.3962
H 0.13999 -2.78635 0.60592 0.3843
H -1.32810 -2.27197 1.29401 0.3632
H 1.20202 2.33529 -1.57979 0.3698



Model x:
21
Properties=species:S:1:pos:R:3:mulliken_charge:R:1 method="wB97M-V/def2-TZVPD" homo_lumo_gap_ev=9.0 homo_energy_ha=-0.453 spin_multiplicity=1 lumo_energy_ev=-3.3 charge=+1
C -4.24871 -0.44450 0.04547 -0.9428
C -2.96271 0.09635 0.61457 -0.5566
C -1.89139 -0.10941 -0.02849 0.7108
C 2.62113 -0.23742 -1.35892 -0.3893
C 2.05669 -0.78590 -0.15242 0.3531
C 1.65234 -1.54239 0.80753 -0.6197
C 2.22155 1.65062 0.38916 -0.7617
N 1.75785 0.62371 -0.49246 0.0674
O -0.96388 -0.29114 -0.74262 -0.5155
H -5.02893 0.37249 0.03212 0.2851
H -4.69391 -1.29942 0.59491 0.2774
H -3.01150 0.38207 1.55133 0.4411
H 3.59325 0.04517 -1.36768 0.3160
H 2.16477 -0.53500 -2.42583 0.2349
H 2.09646 -2.55495 1.00706 0.2671
H -4.05159 -0.73910 -1.03950 0.2862
H 0.98269 -1.11150 1.57043 0.2427
H 3.23345 1.97020 0.01581 0.3026
H 1.36347 2.42042 0.45072 0.3069
H 2.31646 1.18098 1.44779 0.2982
H 0.79250 0.90872 -0.91897 0.3962



Winner for stability: model x